Molecular formula: C5H8NO
Method: DFT, ωB97M-V/def2-TZVPD

```
15
Properties=species:S:1:pos:R:3:forces:R:3
C 1.3693 -0.3429 0.6426 -2.58 -1.62 1.17
C 3.4078 -0.0234 -0.4335 -0.45 0.56 0.42
C 0.3019 -0.7824 0.0819 0.15 -0.41 -0.37
C -2.0920 0.8806 0.2995 -0.33 2.51 -1.72
C -1.9519 -0.4300 -0.4027 -3.28 -1.41 -1.52
N 2.3502 0.3699 0.1672 3.99 2.16 -1.01
O -0.7257 -1.2716 -0.3207 0.50 0.36 -0.22
H 1.1547 -0.4806 1.7163 0.70 0.14 0.12
H 4.2213 0.7384 -0.6360 -1.15 -1.06 -0.01
H 3.5077 -1.0848 -0.7091 0.38 0.37 0.05
H -2.4472 0.7801 1.2960 0.10 0.18 0.91
H -1.3678 1.7501 0.1342 0.06 -1.83 0.58
H -2.8888 1.4635 -0.2944 0.41 -1.42 0.89
H -2.1898 -0.2807 -1.5012 0.86 -0.59 1.16
H -2.6497 -1.2862 -0.0400 0.64 2.07 -0.47
```
Positions in Å, forces in eV/Å.

Properties
HOMO = -14.0 eV
total charge = +1
E_LUMO = -4.76 eV
Kohn-Sham gap = 9.2 eV
M = 98.12 Da

Molecular formula: C16H18MnN6O5S
Method: DFT, ωB97M-V/def2-TZVPD

```
47
Properties=species:S:1:pos:R:3:forces:R:3
Mn 0.4607 0.3605 -0.0261 1.61 -0.91 2.53
O 0.7083 -3.0088 -2.9504 -0.15 0.13 -0.58
C 1.1894 -2.2191 -1.9820 1.12 1.26 0.71
O 1.3045 -0.9982 -1.9988 -0.69 -1.62 -0.28
C 1.6664 -3.1109 -0.7923 -1.85 0.75 -0.66
O 1.4921 -2.4923 0.4633 1.22 0.14 -0.87
C 2.7693 -2.1266 1.0989 0.35 -0.99 -0.53
C 2.6665 -0.7628 1.8635 0.79 -1.83 0.27
O 3.2285 -0.8547 2.9530 -0.42 1.20 -0.29
O 2.1277 0.2166 1.2514 -0.46 -0.47 0.03
H 0.4381 -2.6092 -3.8113 0.44 0.31 1.09
H 0.9979 -3.9504 -0.9244 -0.03 -0.62 0.61
H 2.6662 -3.4355 -1.0129 0.61 -0.08 0.04
H 3.1179 -3.0074 1.7355 -0.78 1.40 -0.36
H 3.5758 -2.0496 0.3186 -0.82 0.29 0.43
N 3.6534 3.2333 0.9792 0.58 1.10 2.60
C 2.3618 3.1015 0.6423 -0.04 -0.72 -1.37
S 1.0928 3.6871 1.6167 0.20 -0.44 -0.25
N 2.2476 2.5841 -0.6372 -0.61 1.30 0.91
N 1.0356 2.1103 -0.9115 0.03 0.84 -0.92
C 0.4530 2.3555 -2.0524 0.63 1.04 -0.17
C -0.7003 1.5302 -2.3834 -0.03 -1.21 1.14
C -1.4212 1.5597 -3.5835 -0.76 0.48 -0.04
C -2.4389 0.6214 -3.8195 0.75 1.06 1.03
C -2.7328 -0.2542 -2.7804 -1.15 -0.97 -0.36
C -1.9676 -0.3116 -1.6447 0.56 1.54 0.72
N -0.9792 0.5907 -1.4049 -1.69 -0.71 -2.69
H 3.9105 3.5795 1.9516 -0.64 -0.78 -2.18
H 4.3528 2.8187 0.3933 0.07 -0.13 -0.02
H 0.8183 3.1973 -2.6932 -0.28 -1.05 0.39
H -1.3316 2.4623 -4.2031 0.35 -0.76 -0.11
H -3.0356 0.6625 -4.7194 -0.03 0.01 0.02
H -3.6515 -0.8539 -2.7637 0.58 -0.03 -0.48
H -2.2235 -1.0175 -0.8434 0.29 0.38 -0.25
N -2.0501 1.9977 1.6053 -0.10 -0.02 0.33
C -2.0812 0.6767 1.9916 -0.28 0.39 0.18
C -3.2165 0.1758 2.7793 1.22 1.19 -0.92
C -3.0614 -1.0347 3.3855 -0.23 -0.49 -0.14
C -1.8505 -1.7523 3.1767 -0.43 0.32 -0.52
C -0.9643 -1.3250 2.2142 0.12 0.03 0.08
N -1.0579 -0.1093 1.5968 -0.71 -0.40 0.67
H -2.6290 2.5960 2.1945 0.30 -0.18 -0.49
H -1.1510 2.4489 1.3308 -0.56 -0.58 0.33
H -4.1041 0.8314 2.8819 0.67 -0.63 -0.03
H -3.9269 -1.4700 3.9255 0.93 0.29 -0.07
H -1.6326 -2.6630 3.6868 -0.13 -0.53 0.19
H -0.1277 -1.9807 1.9023 -0.53 0.67 0.28
```
Positions in Å, forces in eV/Å.

Properties
HOMO (spin up / spin down) = -6.9 / -7.1 eV
E_LUMO (spin up / spin down) = -0.61 / -0.81 eV
2S+1 = 6
Kohn-Sham gap (spin up / spin down) = 6.3 / 6.3 eV
M = 461.36 Da

Molecular formula: CH5O3P
Method: DFT, ωB97M-V/def2-TZVPD

```
10
Properties=species:S:1:pos:R:3:forces:R:3
C 1.3983 -0.2715 0.2258 2.43 3.46 -5.93
O 0.1747 0.3660 0.0298 -1.11 1.25 0.89
O -0.8259 -0.6411 -0.1321 1.43 0.91 -1.98
P -1.8547 -1.0447 0.9861 -1.83 1.90 -0.02
O -2.3944 -2.2385 0.4045 -1.59 -2.33 -0.10
H 1.3096 -0.9989 0.8803 0.03 -3.53 3.30
H 2.1415 0.5536 0.4801 -1.12 -1.10 0.09
H 1.7601 -0.6498 -0.8455 -0.58 0.27 2.32
H -1.0479 -1.1143 2.0478 0.77 0.03 1.77
H -2.9118 -0.0175 1.2828 1.56 -0.85 -0.32
```
Positions in Å, forces in eV/Å.

Properties
HOMO = -10.8 eV
E_LUMO = 0.81 eV
Kohn-Sham gap = 11.6 eV
M = 96.02 Da

Going through the records in order, we get ΔE to the lowest compared entry with this formula, charge and spin values of 4.2377, 0.0306, 4.4274 eV.